Here is 2 unconnected molecules or ions with the total composition C6H16ClN2OP at a distorted geometry from the Open Molecules 2025 dataset. Energies are from ωB97M-V with the def2-TZVPD basis set.

The geometry in XYZ format:
```
27
Properties=species:S:1:pos:R:3:forces:R:3:nbo_charge:R:1
C 3.228 0.855 0.387 -0.34 -1.17 1.22 -0.433
N 2.179 -0.071 -0.089 0.18 1.30 0.63 -0.777
C 2.460 -0.609 -1.387 -2.81 -3.92 0.88 -0.425
P 0.623 0.514 0.203 0.78 -3.04 0.35 2.183
O 0.550 1.170 1.488 -0.10 1.10 1.45 -1.114
Cl 0.134 1.845 -1.217 -0.15 -0.21 -0.81 -0.277
N -0.232 -0.945 0.238 0.13 1.28 -1.89 -0.817
C -0.745 -1.237 1.541 -2.24 2.44 1.78 -0.436
C -0.903 -1.642 -0.895 -1.41 4.22 -0.52 -0.416
H 2.843 1.114 1.409 1.02 0.34 -0.94 0.247
H 4.178 0.273 0.446 -0.63 0.47 0.10 0.198
H 3.382 1.703 -0.271 -0.03 0.41 -0.03 0.182
H 2.148 0.134 -2.061 0.94 0.78 -1.99 0.198
H 3.409 -1.176 -1.373 -0.20 1.02 -0.59 0.225
H 1.639 -1.487 -1.557 1.88 1.82 0.24 0.185
H -0.064 -0.815 2.375 -0.82 -1.77 -1.29 0.256
H -1.640 -0.521 1.671 0.93 -1.19 0.24 0.184
H -1.239 -2.229 1.556 1.16 0.23 0.43 0.211
H -1.955 -1.877 -0.599 1.15 -0.75 -0.23 0.219
H -1.094 -0.926 -1.823 0.63 -1.09 1.89 0.206
H -0.158 -2.299 -1.191 0.19 -2.42 -0.86 0.205
C -2.973 1.274 0.827 0.14 -1.80 1.32 -0.405
C -3.208 1.466 -0.471 -1.02 1.56 -0.39 -0.416
H -2.253 1.800 1.536 -0.98 -0.32 -1.52 0.233
H -3.414 0.336 1.335 0.41 1.65 -0.88 0.188
H -4.003 0.962 -1.071 0.89 -0.19 0.87 0.200
H -2.891 2.388 -1.005 0.30 -0.78 0.55 0.197
```
Positions in Å, forces in eV/Å.

DFT total energy in Ha: -1224.4641
HOMO-LUMO gap in hartree: 0.346
HOMO level in eV: -8.68
SMILES: CN(C)P(=O)(Cl)N(C)C.C=C



Here is a molecular structure, C6H16CrN2O12S2 at a distorted geometry from the Open Molecules 2025 dataset. Energies are from ωB97M-V with the def2-TZVPD basis set.

The geometry in XYZ format:
```
39
Properties=species:S:1:pos:R:3:forces:R:3:mulliken_spin:R:1
Cr 0.674 1.625 0.008 2.11 0.79 0.32 2.878
O 2.046 0.397 0.606 -0.55 -0.46 0.59 0.042
H 2.501 -0.395 0.321 -0.03 0.30 -0.40 0.005
O -0.906 2.564 -0.700 -0.47 -0.18 0.29 0.037
H -1.322 2.533 -1.564 0.51 -0.10 -0.05 0.005
S 3.306 3.457 -1.029 1.04 1.01 -1.69 0.005
O 3.789 3.264 -2.441 -0.06 -0.84 0.41 -0.004
O 1.950 2.776 -0.963 -1.12 -0.08 0.17 0.007
O 4.180 2.848 -0.035 0.24 0.12 -0.03 0.003
O 3.178 4.931 -0.897 -0.50 -0.43 0.85 0.001
S 1.122 2.322 3.165 -0.64 -0.21 0.91 0.006
O 0.982 3.607 3.876 0.05 -0.02 -0.70 -0.004
O 2.476 1.803 3.202 -0.04 -0.11 0.32 0.004
O 0.118 1.375 3.785 0.42 -0.25 0.06 0.002
O 0.654 2.456 1.716 -0.17 0.93 0.19 0.026
C -0.790 -0.357 1.886 1.01 -0.08 0.56 0.000
O -0.723 0.267 0.855 -0.87 -0.19 -1.43 -0.012
N -1.682 -1.378 2.056 -0.17 0.52 0.12 0.002
C -1.549 -2.238 3.199 -0.54 -1.31 -0.42 -0.001
C -2.585 -1.745 1.003 -0.05 -0.56 -0.28 -0.001
H -0.125 -0.114 2.732 -0.08 0.04 0.17 0.006
H -1.976 -3.217 2.925 0.12 0.03 -0.15 0.000
H -2.136 -1.981 4.086 0.34 0.60 0.07 0.000
H -0.505 -2.458 3.412 0.02 0.44 0.37 0.000
H -2.682 -0.978 0.239 0.20 0.35 0.30 0.001
H -2.206 -2.636 0.478 -0.16 -0.11 0.03 0.000
H -3.576 -1.974 1.403 -0.04 -0.01 0.01 0.000
C 0.705 -0.754 -1.882 -0.70 -0.37 0.24 -0.003
O 0.823 0.432 -1.759 -0.40 -0.18 -0.77 -0.003
N -0.269 -1.335 -2.663 0.25 -0.42 0.08 0.000
C -0.347 -2.750 -2.832 0.94 -0.90 -0.16 0.000
C -1.184 -0.529 -3.393 -0.26 1.45 -0.62 0.001
H 1.277 -1.525 -1.340 0.27 0.30 0.08 -0.003
H 0.422 -3.293 -2.270 -0.12 0.49 0.54 0.000
H -0.059 -3.077 -3.844 -0.65 0.27 -0.24 0.000
H -1.309 -3.175 -2.535 -0.14 0.12 -0.18 0.000
H -2.237 -0.616 -3.109 0.06 -0.44 0.22 0.000
H -0.928 0.518 -3.218 0.09 -0.08 0.22 -0.001
H -1.109 -0.648 -4.481 0.06 -0.40 0.02 0.000
```
Positions in Å, forces in eV/Å.

DFT total energy in Ha: -3091.3870
HOMO-LUMO gap (alpha / beta) in hartree: 0.119 / 0.119
HOMO level (alpha / beta) in eV: 2.41 / 2.41
Net charge: -3
2S+1: 4



Here is a molecular structure, C6H16CsO2 at a distorted geometry from the Open Molecules 2025 dataset. Energies are from ωB97M-V with the def2-TZVPD basis set.

The geometry in XYZ format:
```
25
Properties=species:S:1:pos:R:3:forces:R:3:nbo_charge:R:1
Cs 24.787 -2.660 -11.739 0.01 -0.21 -0.07 0.999
C 30.344 -5.235 -14.131 0.65 -0.38 1.02 -0.648
C 29.187 -6.097 -13.500 2.00 1.77 1.31 0.096
C 29.158 -6.142 -11.947 0.64 -0.56 0.34 -0.640
O 28.027 -5.434 -13.896 -1.53 -0.26 -0.52 -0.730
H 30.352 -5.136 -15.216 -0.28 -0.60 -0.11 0.211
H 31.337 -5.545 -13.807 0.05 -0.54 -0.21 0.219
H 30.353 -4.197 -13.799 -0.72 0.05 0.39 0.210
H 29.218 -7.147 -13.791 0.04 0.06 -0.52 0.170
H 28.619 -7.042 -11.652 -0.38 0.19 0.08 0.215
H 28.798 -5.294 -11.365 -0.65 0.36 -0.76 0.202
H 30.111 -6.264 -11.432 0.57 -0.27 -0.70 0.226
H 28.048 -5.517 -14.853 -0.46 0.27 -0.25 0.468
C 23.488 -8.329 -10.916 -0.18 -1.84 0.26 -0.619
C 22.212 -7.774 -11.470 0.05 0.36 -0.63 0.077
C 21.345 -7.119 -10.451 -0.59 -0.49 1.16 -0.631
O 22.660 -6.765 -12.352 -0.17 1.70 -1.07 -0.754
H 23.287 -9.288 -10.441 0.15 -0.03 0.42 0.217
H 23.984 -7.661 -10.211 -0.12 0.08 -0.11 0.204
H 24.157 -8.573 -11.742 0.15 0.15 0.03 0.208
H 21.610 -8.454 -12.073 0.19 -0.59 0.21 0.173
H 22.026 -6.654 -9.738 -0.45 0.76 0.02 0.199
H 20.770 -7.830 -9.857 0.38 -0.55 0.07 0.228
H 20.514 -6.524 -10.830 0.63 0.59 -0.33 0.229
H 22.956 -7.180 -13.165 0.06 -0.02 -0.02 0.470
```
Positions in Å, forces in eV/Å.

DFT total energy in Ha: -408.5865
HOMO-LUMO gap in hartree: 0.331
HOMO level in eV: -12.72
Net charge: +1



Here is a molecular structure, C6H16F2Li3NO2 at a distorted geometry from the Open Molecules 2025 dataset. Energies are from ωB97M-V with the def2-TZVPD basis set.

The geometry in XYZ format:
```
30
Properties=species:S:1:pos:R:3:forces:R:3:nbo_charge:R:1
Li 14.453 1.393 -11.356 2.82 -3.90 7.06 0.826
Li 14.357 1.039 -9.100 -1.04 -2.34 0.04 0.940
Li 16.092 2.086 -10.065 8.28 -0.73 -0.26 0.939
F 16.128 1.239 -11.475 3.89 -0.61 -0.82 -0.915
F 14.260 -0.021 -10.518 -1.15 -1.89 1.83 -0.915
C 12.841 3.326 -9.128 0.64 -0.41 -0.74 -0.620
C 14.260 3.431 -9.770 -0.41 0.97 2.18 -0.105
O 14.710 2.192 -10.227 -7.81 9.55 6.10 -1.072
H 12.166 3.176 -9.971 -0.36 -0.05 0.26 0.213
H 12.464 4.100 -8.461 0.35 0.35 -0.32 0.222
H 12.833 2.417 -8.526 -0.27 -0.21 0.13 0.157
H 14.948 3.816 -9.017 0.37 -0.02 1.05 0.122
H 14.337 4.317 -10.400 -0.58 -0.43 -1.01 0.173
C 14.609 3.633 -12.846 0.17 1.10 -1.02 -0.615
C 13.543 2.567 -12.970 0.96 1.13 -2.53 -0.084
C 12.928 2.586 -14.457 -0.97 0.16 2.62 -0.055
O 11.619 1.939 -14.375 0.97 -0.31 -0.78 -0.555
C 10.542 2.833 -14.194 1.01 1.04 0.72 -0.247
N 14.155 1.296 -12.660 -5.94 -1.10 -13.01 -0.854
H 15.339 3.522 -13.647 0.14 -0.01 -0.07 0.208
H 15.168 3.714 -11.914 -0.27 -0.48 -0.43 0.220
H 14.090 4.578 -13.009 0.22 0.40 -0.03 0.190
H 12.748 2.897 -12.301 -0.27 -0.82 0.28 0.185
H 13.642 2.086 -15.110 -0.46 -0.28 -0.17 0.188
H 12.770 3.619 -14.767 0.16 0.05 -0.26 0.163
H 10.132 2.830 -13.184 -0.37 -0.92 0.12 0.170
H 9.763 2.750 -14.951 0.16 -0.13 0.01 0.188
H 10.985 3.828 -14.154 -0.37 0.52 -0.74 0.160
H 14.644 0.853 -13.424 0.18 0.42 -0.19 0.390
H 13.347 0.714 -12.494 -0.07 -1.03 -0.04 0.381
```
Positions in Å, forces in eV/Å.

DFT total energy in Ha: -665.6557
HOMO-LUMO gap in hartree: 0.293
HOMO level in eV: -8.48



Here is a molecular structure, C6H16I2N3 at a distorted geometry from the Open Molecules 2025 dataset. Energies are from ωB97M-V with the def2-TZVPD basis set.

The geometry in XYZ format:
```
27
Properties=species:S:1:pos:R:3:forces:R:3:nbo_charge:R:1
C -2.362 0.069 1.655 0.07 -0.92 -5.44 -0.610
C -1.125 2.270 1.459 0.84 -2.04 -1.68 -0.600
C -0.959 -0.825 -1.068 -1.47 1.72 -0.26 -0.623
C -1.596 1.060 0.640 0.15 -1.15 2.49 -0.233
C -0.521 0.454 -0.254 -1.54 -2.41 0.11 -0.035
C 1.924 -0.033 -0.170 0.92 -1.38 -1.15 -0.458
N 2.809 -2.208 -2.111 -1.57 0.85 -1.37 -0.449
N 1.998 -1.271 -2.509 -0.21 -1.61 1.79 -0.271
N 0.642 -0.092 0.536 0.22 1.96 2.24 -0.650
I 3.285 -1.403 0.741 -0.42 0.66 0.03 0.232
I 2.533 1.980 -0.372 0.15 -0.27 0.09 0.243
H -2.429 0.528 2.523 -0.98 2.53 4.00 0.210
H -1.838 -0.811 1.939 0.81 -1.14 -0.33 0.192
H -3.353 -0.246 1.260 0.67 0.26 0.40 0.236
H -0.297 2.638 0.919 1.25 1.07 0.01 0.205
H -1.840 2.998 1.600 -1.74 1.54 -0.09 0.233
H -0.928 1.896 2.396 1.36 -0.35 2.38 0.197
H -0.250 -1.606 -1.012 0.92 -0.71 -0.14 0.214
H -1.072 -0.502 -2.110 0.07 -0.44 0.16 0.238
H -1.921 -1.234 -0.759 -0.03 0.18 0.23 0.231
H -2.260 1.556 0.035 -2.01 0.17 -2.07 0.233
H -0.233 1.117 -1.032 0.99 1.01 0.08 0.243
H 3.782 -2.196 -1.997 1.76 1.08 -0.02 0.388
H 2.497 -3.162 -2.058 -0.98 0.00 -0.09 0.397
H 2.363 -0.339 -2.658 1.14 -0.11 0.10 0.373
H 0.843 0.314 1.475 -0.65 1.11 -0.65 0.420
H 0.309 -0.953 0.931 0.27 -1.59 -0.81 0.441
```
Positions in Å, forces in eV/Å.

DFT total energy in Ha: -997.4268
HOMO-LUMO gap (alpha / beta) in hartree: 0.244 / 0.297
HOMO level (alpha / beta) in eV: -11.44 / -11.88
Net charge: +1



Here is a molecular structure, C6H16INOP at a distorted geometry from the Open Molecules 2025 dataset. Energies are from ωB97M-V with the def2-TZVPD basis set.

The geometry in XYZ format:
```
26
Properties=species:S:1:pos:R:3:forces:R:3:nbo_charge:R:1
C 0.535 3.094 -0.301 -3.28 0.79 -3.02 -0.592
C -1.624 -0.723 1.318 -0.83 4.21 -1.40 -0.596
C 2.116 -2.289 -1.269 -0.55 1.25 1.34 -0.338
C 0.363 2.045 -1.502 1.69 -0.14 -1.44 -0.806
C -0.632 0.345 0.825 4.05 -2.52 0.44 -0.785
C 2.722 -1.915 0.027 0.00 1.64 3.42 -0.419
N 0.720 -2.152 -1.410 -0.38 3.75 -2.18 -0.544
O -1.329 0.189 -1.793 -0.51 1.43 -1.45 -0.983
P -0.057 0.370 -0.933 0.91 -1.86 1.57 1.670
I 2.815 0.310 0.273 0.32 -0.57 -0.39 0.105
H 0.267 4.127 -0.751 0.53 -1.66 0.88 0.259
H -0.239 2.839 0.426 0.42 0.63 0.07 0.205
H 1.489 3.134 0.119 1.46 -0.19 0.51 0.228
H -2.258 -0.954 0.461 -1.15 0.29 0.73 0.198
H -1.218 -1.611 1.577 1.68 -2.57 1.22 0.214
H -1.975 -0.103 2.184 -0.96 -1.60 -0.68 0.257
H 2.719 -1.818 -2.024 -0.28 0.12 -0.84 0.229
H 2.286 -3.318 -1.302 0.39 -2.30 -0.41 0.270
H 1.348 1.881 -2.024 -0.67 0.44 0.56 0.272
H -0.325 2.190 -2.436 0.70 0.34 2.21 0.300
H 0.376 0.120 1.383 -1.94 0.83 -0.83 0.264
H -0.890 1.330 1.082 -0.69 1.13 0.29 0.241
H 2.249 -2.151 1.042 0.13 -0.16 -1.84 0.240
H 3.770 -2.098 0.181 0.43 -0.47 -0.50 0.245
H 0.133 -2.425 -0.669 -0.26 -0.77 1.69 0.342
H -1.834 -0.582 -1.724 -1.20 -2.05 0.04 0.523
```
Positions in Å, forces in eV/Å.

DFT total energy in Ha: -1006.8626
HOMO-LUMO gap in hartree: 0.267
HOMO level in eV: -12.92
Net charge: +1